A 6-piece molecular cluster, C24H61N5O7 overall in a non-equilibrium geometry. Source: the OMol25 dataset; level of theory: the ωB97M-V functional and the def2-TZVPD basis.

The geometry in XYZ format:
```
97
Properties=species:S:1:pos:R:3:forces:R:3
C -27.1766 -22.7020 -2.7775 -1.469 -0.418 0.785
O -27.5526 -22.0320 -1.5824 -0.221 0.499 1.450
C -28.5107 -22.6881 -0.6368 2.031 -0.884 -1.632
C -27.8972 -24.0317 0.0344 -1.560 2.949 -0.277
C -29.0007 -24.5183 0.9575 0.640 -0.693 0.429
N -26.7112 -23.5496 0.7070 0.339 -0.123 0.286
H -26.9160 -22.0284 -3.5939 0.140 0.439 0.466
H -28.1037 -23.1858 -3.0850 0.251 -0.749 -0.562
H -26.3570 -23.3978 -2.5984 -0.059 -0.234 -0.126
H -28.7327 -21.9407 0.1249 0.396 -0.117 0.025
H -29.4276 -22.8612 -1.2002 -0.127 -0.430 -0.053
H -27.8572 -24.8174 -0.7200 0.857 0.015 -0.345
H -29.7607 -24.9470 0.3043 -0.353 0.138 0.340
H -29.3890 -23.8053 1.6848 -0.074 0.321 -0.372
H -28.6013 -25.3287 1.5673 -0.055 -0.288 0.018
H -26.1920 -24.1426 1.3385 -0.420 -0.453 -0.163
H -26.0448 -23.0627 0.1248 -0.316 0.029 -0.272
C -36.3738 -20.7294 -4.1050 -1.014 0.220 0.084
O -35.3844 -19.8533 -4.5980 -0.993 0.072 -0.547
C -35.7835 -18.4838 -4.4277 2.720 -0.191 -0.006
C -34.4172 -17.7043 -4.6001 -0.784 0.696 1.771
C -33.2522 -18.1025 -3.6650 0.270 -1.632 -2.022
N -34.6530 -16.3032 -4.2681 -0.698 1.380 0.366
H -36.2929 -20.8015 -3.0204 -0.036 -0.176 0.142
H -36.4490 -21.7226 -4.5477 1.122 -0.037 -0.162
H -37.3699 -20.3608 -4.3504 -0.240 0.438 0.182
H -36.5137 -18.0681 -5.1221 -0.071 -0.519 -0.576
H -36.2378 -18.3505 -3.4460 0.334 0.097 0.448
H -34.1254 -17.6918 -5.6502 0.107 -0.654 0.029
H -33.4803 -18.1142 -2.5992 0.006 0.233 -0.179
H -32.3809 -17.5231 -3.9704 -0.180 0.869 0.616
H -32.8425 -19.0589 -3.9900 -0.435 -0.660 0.478
H -33.9494 -15.9727 -3.6233 0.605 0.071 -0.364
H -35.4501 -16.1793 -3.6603 -0.711 -0.212 -0.263
C -20.7101 -20.2774 -6.1086 1.074 0.232 1.266
O -21.2970 -19.9129 -4.8818 -1.978 0.754 1.376
C -20.7204 -18.8133 -4.1003 1.511 -0.189 -1.880
C -20.6736 -17.4607 -4.9289 -0.944 -0.666 1.317
C -20.0350 -16.2061 -4.2437 -0.281 -1.539 -0.734
N -22.0489 -17.2092 -5.2814 -1.029 0.741 -0.598
H -19.6772 -20.3875 -5.7782 0.843 0.412 -1.255
H -20.9484 -19.5565 -6.8906 0.470 -0.030 -0.149
H -20.9614 -21.2901 -6.4238 -0.770 0.123 0.283
H -21.2528 -18.7313 -3.1528 -0.308 -0.038 -0.316
H -19.7007 -19.1412 -3.8983 0.382 0.106 0.299
H -20.1323 -17.6820 -5.8488 0.349 0.065 0.030
H -20.0308 -15.3812 -4.9562 0.118 -0.077 -0.070
H -19.0134 -16.5053 -4.0090 0.067 0.474 0.315
H -20.6000 -15.8710 -3.3739 0.132 -0.266 0.175
H -22.6599 -17.9982 -5.1254 0.148 -0.193 -0.110
H -22.4681 -16.4175 -4.8148 0.217 0.086 0.050
C -31.4153 -26.3077 -6.7729 0.683 -0.586 0.410
O -30.8893 -25.8263 -8.0138 -0.749 -0.609 0.094
C -31.9555 -25.4748 -8.9267 0.544 1.023 1.328
C -31.4078 -24.6943 -10.1090 0.716 0.046 0.354
C -30.2645 -23.7740 -9.7692 2.106 -1.885 0.315
N -32.3860 -23.8319 -10.7076 -2.100 -0.326 -0.860
H -32.5000 -26.4025 -6.7221 -0.087 0.796 -0.088
H -30.9516 -25.7853 -5.9361 -0.539 0.910 -0.088
H -31.1127 -27.3096 -6.4683 0.436 -0.613 -1.011
H -32.4832 -26.3808 -9.2245 -0.326 0.202 -0.038
H -32.5549 -24.7551 -8.3692 -0.801 -0.264 0.058
H -31.1174 -25.5176 -10.7615 0.332 0.565 -0.791
H -29.8149 -23.4916 -10.7212 -0.419 1.117 0.079
H -29.4227 -24.3372 -9.3666 0.044 -0.202 0.495
H -30.4974 -23.0314 -9.0060 -0.183 0.354 -0.567
H -32.6841 -23.0808 -10.1017 0.048 -0.159 0.438
H -32.0678 -23.3541 -11.5386 0.295 -0.365 -0.122
C -29.0518 -23.0855 10.0451 3.363 0.184 0.694
O -28.7514 -22.9083 11.4794 -0.821 1.573 -0.688
C -27.9504 -21.7124 11.8442 0.560 -1.356 -0.747
C -27.6780 -21.7948 13.3648 0.354 -0.680 -1.042
C -26.5941 -22.8683 13.7178 -0.797 0.309 -0.125
N -28.9314 -22.0511 14.0177 -0.242 -0.022 1.490
H -29.3657 -22.2618 9.4040 -1.284 0.330 0.877
H -29.4634 -24.0694 9.8203 -0.558 0.403 0.537
H -28.0337 -23.1323 9.6585 0.385 -0.547 -0.554
H -27.0107 -21.7322 11.2923 0.386 -0.453 -0.163
H -28.3413 -20.7487 11.5178 -1.015 -0.090 0.246
H -27.2696 -20.8472 13.7161 -0.239 0.222 -0.106
H -25.5706 -22.5115 13.6025 -0.110 0.276 -0.126
H -26.6922 -23.7497 13.0840 -0.168 -0.087 0.104
H -26.7301 -23.1412 14.7642 0.016 -0.115 -0.047
H -29.3548 -22.9291 13.7534 0.149 0.057 -0.253
H -29.6041 -21.3125 13.8691 0.021 -0.003 -0.099
O -20.8016 -28.2549 -3.2160 2.640 1.327 1.326
C -19.7771 -27.6528 -2.8788 -3.659 -2.654 -2.944
C -19.6669 -26.5487 -1.8770 1.026 0.033 0.764
C -18.1717 -26.4339 -1.8318 0.601 1.258 0.521
C -17.7705 -26.7834 -3.2441 2.234 -0.105 1.584
O -18.6084 -27.8718 -3.6374 -0.979 1.771 1.515
H -20.1032 -25.6402 -2.2921 -0.173 -0.084 -0.095
H -20.0650 -26.7212 -0.8770 -0.513 -0.394 -0.436
H -17.7641 -25.4674 -1.5352 -0.294 0.312 -0.206
H -17.6502 -27.0965 -1.1411 -0.596 -0.513 0.068
H -17.7107 -25.8858 -3.8595 -0.604 -0.424 -0.654
H -16.7572 -27.0981 -2.9942 0.313 -0.523 -1.442
```
Forces are in eV/Å.

The value obtained for the HOMO energy is -8.9 eV. The value obtained for the HOMO-LUMO gap is 0.342 Ha. The molar mass comes out at 531.78 g mol⁻¹. The structure (SMILES) is COC[C@H](C)N.COC[C@H](C)N.COC[C@H](C)N.COC[C@H](C)N.COC[C@H](C)N.O=C1CCCO1. The value obtained for the LUMO energy is 0.45 eV.

Atom charges from the Mulliken analysis, given in e for atoms 1 to 8:
1. C -0.59
2. O -0.40
3. C -0.72
4. C 0.56
5. C -1.41
6. N -0.58
7. H 0.26
8. H 0.26

***

C24H62AlN4OS as an isolated structure. Source: the OMol25 dataset; level of theory: the ωB97M-V functional and the def2-TZVPD basis.

The geometry in XYZ format:
```
93
Properties=species:S:1:pos:R:3:forces:R:3
C -2.0208 -3.1605 -0.9996 0.142 0.107 0.119
O -0.9257 -3.2791 -1.8740 0.067 0.089 -0.243
C 0.2267 -2.5922 -1.4118 0.124 -0.185 -0.184
C 1.3236 -2.5803 -2.4517 0.097 0.248 0.140
C 2.5120 -1.7377 -1.9771 -0.226 -0.244 0.027
C 3.4896 -1.4006 -3.1023 -0.332 0.223 -0.024
C 2.9638 -0.3169 -4.0657 0.421 -0.138 -0.062
Al 4.4063 0.8933 -4.8154 -0.164 0.007 0.199
N 5.9057 0.8765 -3.6906 -0.388 -0.091 -0.225
S 5.0486 0.0386 -6.8664 0.015 -0.261 -0.049
H -2.1387 -4.0675 -0.4020 -0.081 -0.092 0.063
H -1.8885 -2.3183 -0.3155 -0.071 0.062 0.052
H -2.9246 -2.9767 -1.5778 -0.093 -0.119 -0.065
H 0.5967 -3.0766 -0.4984 -0.009 0.086 0.191
H -0.0381 -1.5538 -1.1844 -0.052 0.037 0.155
H 1.6758 -3.5937 -2.6450 -0.097 -0.090 -0.168
H 0.9376 -2.1604 -3.3807 -0.051 -0.040 -0.078
H 3.0029 -2.2740 -1.1563 0.122 -0.008 0.020
H 2.1319 -0.8046 -1.5498 0.037 0.100 0.031
H 3.6783 -2.3123 -3.6744 0.246 -0.096 0.025
H 4.4343 -1.0784 -2.6648 0.120 -0.073 0.009
H 2.2353 0.3152 -3.5458 -0.045 0.104 0.049
H 2.4279 -0.7781 -4.8996 -0.136 0.010 -0.037
H 3.7693 2.3763 -5.0295 0.036 0.075 -0.069
H 6.7699 1.0705 -4.1762 0.157 0.039 0.054
H 5.8385 1.5092 -2.9040 0.146 0.082 0.073
H 5.4438 1.1684 -7.4563 0.015 0.177 0.034
C -4.2196 0.1155 3.0568 0.008 0.007 0.028
C -3.0593 0.6891 2.2578 -0.042 0.014 0.071
N -3.1913 0.4842 0.8279 0.034 -0.035 -0.013
C -1.9708 0.7778 0.0947 0.157 -0.045 -0.077
C -1.4608 2.2234 0.0998 0.027 0.026 -0.055
C -4.4230 0.9737 0.2353 -0.136 0.026 -0.030
C -4.7386 2.4694 0.3810 -0.046 0.003 -0.059
H -4.3577 -0.9430 2.8327 -0.010 0.000 -0.032
H -4.0164 0.2176 4.1238 0.005 -0.010 0.004
H -5.1566 0.6352 2.8535 -0.003 0.009 0.000
H -2.1414 0.1835 2.5692 0.040 0.032 -0.025
H -2.9328 1.7504 2.5306 -0.007 -0.013 0.004
H -2.1043 0.4489 -0.9393 -0.061 0.004 -0.002
H -1.1855 0.1360 0.5065 -0.025 0.003 0.056
H -2.0507 2.8679 -0.5507 -0.026 0.017 0.031
H -0.4334 2.2542 -0.2663 0.006 -0.026 -0.001
H -1.4674 2.6495 1.1045 0.009 0.003 0.004
H -5.2513 0.4024 0.6611 0.022 0.004 0.039
H -4.4083 0.7096 -0.8247 0.066 0.004 -0.009
H -4.5350 2.8311 1.3906 -0.007 -0.014 0.016
H -5.7960 2.6494 0.1759 -0.003 -0.016 -0.001
H -4.1664 3.0776 -0.3175 0.039 0.025 0.045
C 3.4986 -8.6473 1.7560 0.005 -0.032 -0.006
C 2.5012 -8.1769 0.7081 0.069 -0.039 -0.023
N 1.9813 -6.8493 0.9696 -0.027 0.022 0.042
C 0.8395 -6.5040 0.1396 -0.150 0.008 -0.054
C 1.0533 -6.3957 -1.3736 -0.075 0.054 -0.006
C 2.9778 -5.8021 1.1330 0.127 0.085 0.035
C 3.9591 -5.5514 -0.0205 -0.024 0.050 0.028
H 3.0637 -8.5958 2.7552 -0.003 0.034 0.005
H 3.7810 -9.6821 1.5561 -0.005 -0.007 0.007
H 4.4131 -8.0539 1.7481 0.005 0.007 -0.006
H 1.6478 -8.8610 0.7109 -0.029 0.017 -0.046
H 2.9657 -8.2688 -0.2872 0.003 -0.001 0.014
H 0.4367 -5.5562 0.5077 0.020 0.020 0.000
H 0.0612 -7.2510 0.3291 0.053 -0.052 0.019
H 1.5957 -5.4913 -1.6401 0.035 -0.045 -0.011
H 0.0865 -6.3424 -1.8768 -0.008 0.032 0.004
H 1.5905 -7.2536 -1.7802 0.013 -0.022 0.041
H 3.5542 -6.0257 2.0342 -0.004 -0.046 -0.007
H 2.4431 -4.8759 1.3572 -0.041 -0.002 -0.031
H 4.3540 -6.4831 -0.4288 0.004 -0.016 0.015
H 4.8075 -4.9664 0.3391 -0.003 0.010 0.004
H 3.5062 -4.9898 -0.8358 -0.005 -0.042 -0.029
C -2.1660 9.5859 2.3930 0.001 0.018 0.026
C -2.3794 8.1689 2.9029 0.045 0.052 0.029
N -2.5904 7.2049 1.8403 -0.010 -0.015 -0.008
C -3.0662 5.9188 2.3147 -0.109 -0.131 0.036
C -2.1401 5.0903 3.2149 -0.045 -0.092 -0.037
C -1.5602 7.1598 0.8146 0.088 0.036 -0.112
C -0.1196 6.8631 1.2528 -0.011 -0.027 -0.049
H -2.9933 9.8956 1.7532 0.004 -0.020 -0.027
H -2.1067 10.2747 3.2368 -0.009 0.005 0.001
H -1.2390 9.6842 1.8279 0.010 -0.004 -0.002
H -3.2768 8.1576 3.5282 0.003 -0.052 0.022
H -1.5394 7.9022 3.5653 -0.004 0.009 -0.008
H -3.3407 5.3190 1.4423 0.035 0.011 -0.026
H -4.0013 6.0974 2.8558 0.024 0.063 0.021
H -1.3258 4.6335 2.6540 0.036 0.047 0.008
H -2.7095 4.2781 3.6731 -0.007 -0.002 -0.002
H -1.7103 5.6832 4.0230 -0.007 0.028 -0.003
H -1.5695 8.1167 0.2881 -0.012 0.024 0.037
H -1.8707 6.4215 0.0717 -0.018 -0.036 0.029
H 0.1599 7.4290 2.1431 -0.010 0.022 -0.002
H 0.5714 7.1437 0.4564 -0.003 -0.004 -0.010
H 0.0407 5.8062 1.4591 -0.010 0.006 0.057
```
Forces are in eV/Å.

Its charge is -1. The value obtained for the HOMO energy is -4.5 eV. The value obtained for the HOMO-LUMO gap is 0.245 Ha. The molar mass comes out at 481.84 g mol⁻¹. The value obtained for the LUMO energy is 2.13 eV.

Atom charges from the Mulliken analysis, given in e for atoms 1 to 8:
1. C -0.60
2. O -0.38
3. C 0.08
4. C -0.56
5. C -0.56
6. C -0.82
7. C -0.91
8. Al 0.17

***

A 9-piece molecular cluster, C24H62ClO9S8 overall in a non-equilibrium geometry. Source: the OMol25 dataset; level of theory: the ωB97M-V functional and the def2-TZVPD basis.

The geometry in XYZ format:
```
104
Properties=species:S:1:pos:R:3:forces:R:3
C -0.1569 1.3553 2.1443 -0.382 -0.396 0.021
C 0.6970 2.2576 3.2148 -0.800 0.532 0.036
C 1.9621 3.0870 2.5575 0.846 -0.509 0.618
C 2.9400 3.4967 3.8481 -1.072 0.350 0.142
C 2.7711 2.2510 1.3826 -1.883 2.121 -0.695
Cl 4.4864 1.7585 1.9598 -0.139 0.406 -0.190
C 2.8942 3.3081 0.1336 1.470 -2.200 -1.313
C 3.6803 2.4575 -1.2226 -1.736 -0.166 -2.243
C 2.6217 2.1372 -2.5610 3.881 2.950 0.916
O 3.8089 3.2752 -2.5486 -1.705 -2.306 3.377
H 0.0567 1.7002 1.0422 -0.249 -0.771 2.394
H 0.1050 0.2038 2.2250 -0.385 2.349 -0.106
H -1.3266 1.4681 2.3514 2.684 -0.351 -0.406
H -0.0517 3.0922 3.6251 1.481 -1.646 -0.725
H 0.9989 1.6309 4.1851 -0.412 1.208 -2.242
H 1.4994 4.0614 2.0460 0.985 -1.880 1.230
H 3.3088 2.5389 4.4385 -0.750 1.950 -1.474
H 2.2458 4.1103 4.6013 1.597 -1.092 -1.457
H 3.8624 4.1375 3.5182 -1.781 -1.224 0.679
H 3.5528 4.2509 0.3474 -1.147 -1.323 -0.638
H 1.8523 3.5275 -0.3511 1.863 -0.098 1.328
H 4.5403 1.5887 -0.9408 -2.401 2.705 -1.025
H 1.5500 2.5922 -2.4397 2.214 -0.913 -0.543
H 3.0786 1.7364 -3.5730 -1.864 -0.307 2.437
C 7.2788 2.5428 -1.6322 0.159 0.075 -0.176
S 7.2220 3.2035 0.0508 -0.218 0.407 0.009
O 7.6025 4.6528 -0.0208 0.187 -0.592 -0.118
C 8.6626 2.2926 0.6570 0.217 -0.007 -0.039
H 6.4795 3.0072 -2.2149 -0.029 -0.027 0.215
H 8.2428 2.7730 -2.0920 0.014 0.027 0.092
H 7.1244 1.4617 -1.6051 -0.042 0.075 0.079
H 9.5409 2.5384 0.0552 -0.070 0.045 -0.014
H 8.4629 1.2196 0.6089 -0.084 0.099 0.013
H 8.8437 2.5795 1.6952 -0.156 0.026 -0.136
C -3.5642 4.5237 -0.1508 -0.139 -0.076 -0.059
S -2.0721 4.7041 0.8559 0.422 -0.586 -0.017
O -1.3037 3.4195 0.7572 -0.877 1.207 -0.218
C -2.9237 4.7071 2.4519 -0.093 -0.103 0.106
H -3.2692 4.4610 -1.2011 0.084 0.025 0.185
H -4.0972 3.6124 0.1306 0.114 0.029 0.040
H -4.2081 5.3945 -0.0081 0.074 -0.017 0.010
H -3.4964 3.7843 2.5719 0.115 0.003 -0.064
H -3.5887 5.5719 2.5092 0.069 -0.005 -0.075
H -2.1756 4.7742 3.2449 0.016 -0.043 -0.206
C -3.1223 -2.2469 2.0662 0.060 0.123 0.074
S -3.1790 -1.5862 3.7492 0.605 0.198 -0.394
O -2.7986 -0.1370 3.6776 -0.301 -0.552 0.142
C -1.7384 -2.4971 4.3553 0.149 -0.060 0.091
H -3.9215 -1.7825 1.4835 -0.002 -0.004 0.152
H -2.1582 -2.0168 1.6064 -0.116 0.013 0.225
H -3.2767 -3.3280 2.0932 0.018 0.203 0.050
H -0.8602 -2.2514 3.7536 -0.147 0.097 -0.026
H -1.9382 -3.5701 4.3073 -0.135 0.101 -0.084
H -1.5573 -2.2102 5.3936 -0.101 0.082 -0.121
C -4.1215 -7.2139 1.6238 0.048 0.049 -0.129
S -4.1782 -6.5532 3.3068 0.176 0.413 -0.132
O -3.7978 -5.1039 3.2351 -0.108 -0.867 0.130
C -2.7376 -7.4641 3.9129 0.145 0.018 0.007
H -4.9207 -6.7495 1.0410 0.096 0.021 0.189
H -3.1574 -6.9837 1.1640 -0.063 0.069 0.108
H -4.2759 -8.2950 1.6508 -0.017 0.073 0.088
H -1.8594 -7.2183 3.3112 -0.123 0.057 -0.001
H -2.9374 -8.5371 3.8648 -0.059 0.091 -0.007
H -2.5565 -7.1772 4.9511 -0.122 0.036 -0.139
C -8.9385 -1.7405 2.2704 -0.141 -0.086 -0.064
S -7.1656 -1.4412 2.0714 0.232 -0.395 -0.158
O -6.6686 -2.3706 1.0040 -0.369 0.342 0.540
C -6.6790 -2.1376 3.6685 -0.076 -0.098 -0.042
H -9.4502 -1.4130 1.3621 0.166 -0.012 0.085
H -9.1227 -2.8062 2.4255 0.105 0.057 -0.024
H -9.3120 -1.1671 3.1218 0.088 -0.003 -0.056
H -7.0033 -3.1787 3.7369 -0.011 0.061 -0.127
H -7.1267 -1.5512 4.4742 0.022 0.046 -0.103
H -5.5908 -2.0916 3.7507 -0.239 0.025 -0.066
C -1.2361 -0.5585 -1.1904 0.023 -0.024 0.121
S -1.6657 -2.2835 -1.5254 0.251 0.095 0.147
O -1.4123 -3.0633 -0.2693 0.106 0.135 -0.538
C -0.2865 -2.6033 -2.6514 0.048 -0.082 0.082
H -1.9517 -0.1560 -0.4692 0.082 -0.112 -0.061
H -0.2283 -0.4985 -0.7727 -0.068 -0.041 0.025
H -1.2937 0.0183 -2.1163 -0.033 -0.104 0.025
H 0.6625 -2.4165 -2.1430 -0.126 0.095 0.088
H -0.3751 -1.9594 -3.5295 -0.029 -0.111 0.068
H -0.3291 -3.6487 -2.9651 -0.171 0.208 0.040
C 2.5656 4.3783 -7.1017 0.053 0.031 -0.144
S 1.4134 4.7408 -5.7550 -0.293 0.153 -0.048
O 0.1132 5.1597 -6.3747 0.606 -0.057 0.100
C 2.2539 6.2394 -5.1894 0.056 0.099 -0.034
H 2.2143 3.4882 -7.6293 -0.046 0.119 0.163
H 2.6044 5.2199 -7.7973 -0.074 -0.014 0.088
H 3.5589 4.1855 -6.6900 -0.110 0.003 0.058
H 2.3120 6.9657 -6.0036 -0.083 -0.116 -0.023
H 3.2576 5.9856 -4.8405 -0.127 -0.085 0.037
H 1.6824 6.6676 -4.3629 0.018 -0.193 -0.104
C 2.1837 -6.5981 -5.5220 0.061 -0.022 -0.131
S 1.2175 -5.5305 -4.4271 -0.021 0.430 -0.277
O 0.7074 -4.3846 -5.2498 0.388 -0.614 0.308
C 2.6261 -4.9256 -3.4666 0.084 0.079 -0.006
H 1.5058 -7.0598 -6.2441 0.006 0.126 0.160
H 2.9326 -6.0075 -6.0549 -0.100 0.037 0.081
H 2.6707 -7.3791 -4.9336 -0.074 0.071 0.015
H 3.3476 -4.4386 -4.1270 -0.130 -0.040 -0.024
H 3.0987 -5.7615 -2.9456 -0.100 0.023 -0.040
H 2.2620 -4.2029 -2.7330 -0.050 -0.138 -0.133
```
Forces are in eV/Å.

Its charge is -1. The value obtained for the HOMO energy is -2.0 eV. The value obtained for the HOMO-LUMO gap is 0.133 Ha. The molar mass comes out at 786.74 g mol⁻¹. The value obtained for the LUMO energy is 1.63 eV.

Atom charges from the Mulliken analysis, given in e for atoms 1 to 8:
1. C -0.16
2. C -0.48
3. C 0.67
4. C -1.24
5. C -0.58
6. Cl -0.30
7. C -0.32
8. C 0.27

***

Number 1: E_tot -1751.2140 a.u.. Number 2: E_tot -1886.5661 a.u.. Number 3: E_tot -5273.9377 a.u..